Entry from the Open Molecules 2025 dataset: a single CH4NO2P molecule (ωB97M-V with the def2-TZVPD basis set).

Each line ends with the Mulliken charge.
Element x y z (Å)
N 0.5060 0.5053 -0.3437  -0.520
C -0.2689 -0.3676 0.3478  -0.281
O -1.6708 0.0188 0.4188  -0.174
P -3.0871 -0.4401 -0.2101  0.331
O -3.9569 0.7269 0.0644  -0.432
H 0.3859 1.4272 -0.0672  0.235
H 0.4465 0.5884 -1.3560  0.245
H -0.2822 -1.2898 -0.0717  0.345
H 0.0383 -0.5921 1.3707  0.250

Summary:
DFT total energy ... -15975.958 eV
ΔE to the lowest compared entry with this formula, charge and spin ... 12.1 kcal per mole
HOMO-LUMO gap ... 10.15 eV
Charge ... 0
M ... 93.0 g/mol
Strongest force on any atom ... 3.417 eV Å⁻¹
HOMO level ... -10.138 eV
Spin multiplicity ... 1
SMILES string ... NCOP=O

Entry from the Open Molecules 2025 dataset: a molecular structure, C22H53GeN5OSi3Sn (ωB97M-V with the def2-TZVPD basis set).

Each line ends with the Mulliken charge.
Element x y z (Å)
Sn 0.7467 0.9008 -1.5089  -0.330
N 4.5643 3.2714 -2.0020  -0.446
C 3.4164 2.6999 -1.5635  0.364
O 3.3630 1.4929 -1.3101  -0.514
C 2.2697 3.6125 -1.3313  0.583
C 1.0126 3.1270 -2.0025  -1.459
H 5.3389 2.6235 -2.1355  0.264
H 4.6812 4.2521 -2.2780  0.195
H 2.5354 4.6297 -1.6858  0.401
H 2.1062 3.6828 -0.2402  -0.413
H 1.0734 3.1759 -3.1165  0.388
H 0.0863 3.6344 -1.6838  0.328
C 0.8510 -2.4372 2.0646  -0.850
Si -0.3062 -0.9566 2.2597  -0.072
C -1.9613 -1.1092 1.4103  -0.133
C -0.6561 -0.7025 4.0937  -1.134
Ge 0.7262 1.0323 1.3362  0.553
Si -0.5288 2.9192 2.2262  0.373
C -2.2414 2.8842 1.5363  -0.832
C 0.2567 4.5542 1.7697  -0.987
C -0.4925 2.7683 4.1078  -0.880
Si 2.9889 0.9328 2.2189  0.465
C 3.9023 -0.5096 1.4677  -1.004
C 3.9689 2.5641 2.1854  -0.949
C 2.7567 0.5269 4.0391  -1.016
H 0.3348 -3.4118 2.1583  0.388
H 1.6934 -2.3718 2.7791  0.360
H 1.3071 -2.3961 1.0573  0.112
H -2.4198 -2.0877 1.6117  0.435
H -1.8845 -0.9821 0.3096  -0.592
H -2.6582 -0.3018 1.7912  0.202
H -0.4283 -1.6472 4.6714  0.315
H -1.7245 -0.4232 4.2270  0.337
H 0.0007 0.0896 4.4922  0.285
H -2.2442 2.8897 0.4258  0.062
H -2.8306 3.7899 1.8876  0.366
H -2.7818 1.9630 1.8138  0.255
H 0.2035 4.7727 0.6779  0.196
H 1.3109 4.5555 2.0825  0.206
H -0.2343 5.3840 2.3574  0.389
H -1.1162 1.9231 4.4640  0.181
H -0.8485 3.7295 4.5909  0.379
H 0.5699 2.5831 4.3751  0.130
H 3.9908 -0.4543 0.3641  0.213
H 3.4182 -1.4887 1.7277  0.238
H 4.9414 -0.5174 1.8745  0.401
H 4.5929 2.5792 1.2559  0.178
H 4.5997 2.6449 3.1018  0.430
H 3.3167 3.4656 2.1699  0.133
H 2.5611 -0.5541 4.2367  0.214
H 1.9035 1.0941 4.4480  0.162
H 3.6720 0.8305 4.6090  0.400
C -2.0769 -0.6678 -3.6373  -1.344
C -2.2645 0.6587 -2.8740  2.693
C -1.8403 1.7907 -3.8424  -1.646
C -3.7164 0.8185 -2.4795  -1.856
C -1.4260 0.7243 -1.6792  -1.228
H -2.6726 -0.6260 -4.5869  0.474
H -2.4574 -1.5184 -3.0542  0.098
H -1.0351 -0.8916 -3.9546  0.223
H -2.6621 1.9971 -4.5687  0.425
H -0.9213 1.6029 -4.4161  0.311
H -1.6478 2.7592 -3.3136  0.243
H -4.3748 0.8003 -3.3739  0.411
H -3.9137 1.7804 -1.9674  0.354
H -4.0317 0.0292 -1.7521  0.301
H -1.8569 0.5583 -0.6658  0.262
C -3.0894 -4.1964 -1.1382  -1.051
C -2.0678 -5.2727 -1.5293  0.819
C -1.9915 -5.4773 -3.0544  -1.523
C -0.7002 -5.0732 -0.8432  -0.845
N 0.2508 -4.1633 -1.4896  0.890
C 0.2965 -2.8210 -1.5859  -0.593
N 1.2504 -2.4553 -2.4148  0.186
N 1.8221 -3.6496 -2.8139  -0.662
N 1.2608 -4.6249 -2.2654  -0.304
H -4.0186 -4.2629 -1.7326  0.410
H -2.6782 -3.1501 -1.2444  -0.062
H -3.3611 -4.2523 -0.0659  0.338
H -2.4503 -6.2381 -1.1143  0.264
H -1.5685 -4.5667 -3.5592  0.206
H -3.0182 -5.6511 -3.4577  0.437
H -1.3563 -6.3171 -3.3416  0.389
H -0.1534 -6.0375 -0.7268  0.393
H -0.8943 -4.6988 0.1844  0.123
H -0.3396 -2.1356 -1.0598  0.593

Summary:
DFT total energy ... -119152.414 eV
ΔE to the lowest compared entry with this formula, charge and spin ... 0.0 kcal per mole
HOMO-LUMO gap (spin up / spin down) ... 4.71 / 4.95 eV
Charge ... -1
Expectation value of S² ... 0.761
M ... 679.3 g/mol
Strongest force on any atom ... 2.515 eV Å⁻¹
HOMO level (spin up / spin down) ... -2.074 / -2.317 eV
Spin multiplicity ... 2

Entry from the Open Molecules 2025 dataset: a single C3H2F2O molecule (ωB97M-V with the def2-TZVPD basis set).

Each line ends with the Mulliken charge.
Element x y z (Å)
O 2.2307 -0.6575 0.2286  -0.480
C 1.2992 0.1718 -0.1737  -0.044
C -0.0047 -0.3985 -0.1108  0.637
F -0.2458 -1.6059 -0.0656  -0.216
C -1.0623 0.3375 0.0882  -0.184
F -2.2458 -0.5168 0.0512  -0.249
H 1.3221 1.3126 -0.5096  0.237
H -1.2934 1.3567 0.4917  0.300

Summary:
DFT total energy ... -10622.491 eV
ΔE to the lowest compared entry with this formula, charge and spin ... 57.3 kcal per mole
HOMO-LUMO gap ... 9.58 eV
Charge ... 0
M ... 92.0 g/mol
Strongest force on any atom ... 6.316 eV Å⁻¹
HOMO level ... -10.416 eV
Spin multiplicity ... 1
SMILES string ... O=C/C(F)=C/F

Entry from the Open Molecules 2025 dataset: a molecular structure, C19H12IN6O2SV (ωB97M-V with the def2-TZVPD basis set).

Each line ends with the Mulliken charge.
Element x y z (Å)
V 0.4931 -1.9487 -0.3245  0.582
C -3.8087 -2.5841 -0.7326  -1.322
C -3.4105 -1.1530 -0.8634  0.420
N -4.3541 -0.2262 -1.0403  -0.502
C -4.0144 1.0441 -1.1971  -0.672
C -2.7070 1.5521 -1.1796  0.098
C -2.5221 3.0391 -1.3350  -0.658
O -1.2505 3.3234 -1.8899  -0.539
C -1.6899 0.6149 -0.9810  -0.097
C -0.2821 0.9768 -0.9160  -0.585
N 0.6928 0.1605 -0.6988  0.449
C 2.0046 0.7392 -0.6194  0.155
C 2.2602 1.9478 0.0163  -0.126
C 3.5547 2.4465 0.0364  -0.895
C 4.5960 1.7479 -0.5590  -0.568
C 4.3611 0.5252 -1.1786  -0.628
C 3.0640 0.0506 -1.1895  0.523
I 2.5991 -1.7788 -2.0662  0.357
C -2.0966 -0.7097 -0.8344  0.387
O -1.0877 -1.6383 -0.6580  -0.204
H -4.8689 -2.6356 -0.5007  0.383
H -3.2454 -3.0930 0.0503  0.367
H -3.6388 -3.1092 -1.6750  0.318
H -4.8418 1.7291 -1.3483  0.422
H -2.6283 3.5125 -0.3500  0.308
H -3.3283 3.4166 -1.9669  0.507
H -1.2973 4.1349 -2.4056  0.322
H -0.0553 2.0279 -1.0791  1.301
H 1.4637 2.4880 0.5114  0.596
H 3.7525 3.3849 0.5346  0.427
H 5.6018 2.1431 -0.5320  0.430
H 5.1718 -0.0302 -1.6285  0.420
N 0.6183 -1.6478 1.4452  -0.268
C 0.7370 -1.5628 2.6289  0.366
C 0.8716 -1.4694 3.9449  0.516
C -0.0714 -0.6711 4.6610  -0.108
N -0.8400 0.0003 5.1847  -0.222
C 1.9496 -2.1561 4.5774  -0.110
N 2.8176 -2.7237 5.0681  -0.187
S 0.6217 -4.2097 -0.5339  -0.128
C 1.9602 -3.9960 0.4825  0.480
N 2.8479 -3.6617 1.1416  -0.314

Summary:
DFT total energy ... -77536.475 eV
ΔE to the lowest compared entry with this formula, charge and spin ... 24.8 kcal per mole
HOMO-LUMO gap (spin up / spin down) ... 5.51 / 5.51 eV
Charge ... +2
M ... 566.3 g/mol
Strongest force on any atom ... 0.963 eV Å⁻¹
HOMO level (spin up / spin down) ... -15.609 / -15.610 eV
Spin multiplicity ... 1

Entry from the Open Molecules 2025 dataset: a molecular structure, C45H46F10N3O2PSTeW (ωB97M-V with the def2-TZVPD basis set).

Each line ends with the Mulliken charge.
Element x y z (Å)
W -0.8322 -0.4424 0.1399  0.374
C -4.1830 -0.1491 0.1603  -1.694
N -3.1250 -1.1588 -0.0307  1.016
C -3.2700 -1.7513 -1.3759  -0.672
C -2.5311 -0.9096 -2.3772  -0.862
N -1.1201 -0.8117 -1.9581  1.096
C -0.3113 -0.8169 -3.0971  -0.445
C -0.2567 -1.9403 -3.9369  -0.073
F -0.9022 -3.0537 -3.5676  -0.405
C 0.4668 -1.9723 -5.1084  0.299
F 0.5149 -3.0808 -5.8461  -0.348
C 1.1952 -0.8544 -5.4966  0.640
F 1.9195 -0.8777 -6.6129  -0.344
C 1.1552 0.2781 -4.7094  -0.058
F 1.8143 1.3783 -5.0805  -0.378
C 0.3932 0.2889 -3.5490  -0.425
F 0.3140 1.4535 -2.8766  0.180
C -3.3572 -2.1994 1.0194  -1.310
C -2.0548 -2.8778 1.4619  -1.123
N -0.9332 -2.5307 0.5786  0.499
C -0.4297 -3.6703 -0.0559  -0.406
C 0.9125 -4.0209 0.0744  -0.656
F 1.6787 -3.2905 0.8894  -0.232
C 1.5087 -5.1156 -0.5221  0.134
F 2.8203 -5.3233 -0.3627  -0.401
C 0.7464 -5.9961 -1.2586  0.843
F 1.2958 -7.0522 -1.8546  -0.341
C -0.6145 -5.7611 -1.3386  0.181
F -1.3950 -6.6127 -2.0051  -0.342
C -1.1758 -4.6481 -0.7417  0.467
F -2.5154 -4.5661 -0.8425  -0.474
H -4.2043 0.5548 -0.6721  0.690
H -4.0166 0.3768 1.0981  0.153
H -5.1582 -0.6450 0.1942  0.406
H -4.3324 -1.8672 -1.6199  0.410
H -2.8139 -2.7246 -1.3684  0.177
H -2.9947 0.0808 -2.4871  0.160
H -2.6124 -1.3832 -3.3591  0.864
H -4.0678 -2.9201 0.6042  0.581
H -3.8177 -1.7165 1.8778  0.746
H -2.1888 -3.9601 1.4935  0.846
H -1.8290 -2.5755 2.4840  0.384
O -2.9465 -0.3042 3.7849  -0.738
C -1.9096 -0.0629 3.1917  -0.988
O -1.7693 -0.3309 1.9263  2.285
C -0.7406 0.5586 3.8768  0.618
C -0.7119 0.5274 5.2702  -0.843
C 0.3181 1.1197 5.9745  -0.809
C 1.3233 1.7800 5.2744  -0.860
C 1.3026 1.8178 3.8937  -1.603
C 0.2825 1.1903 3.1688  0.573
S 0.3867 1.3692 1.4192  0.580
H -1.5282 0.0316 5.7782  0.480
H 0.3363 1.0809 7.0553  0.422
H 2.1310 2.2643 5.8087  0.443
H 2.0895 2.3304 3.3526  0.460
C 2.3507 -2.4405 -2.2439  -1.381
C 3.1695 -1.8590 -1.1047  0.620
C 4.5639 -1.5600 -1.6618  -1.998
P 2.1885 -0.5288 -0.1738  0.497
C 2.9014 1.0245 -0.9566  1.319
C 2.0067 2.2564 -0.9961  -1.667
C 4.2687 1.4926 -0.4415  -1.898
C 2.9085 -0.5822 1.5635  1.061
C 2.0836 -1.3300 2.6219  -1.621
C 4.3546 -1.0686 1.6705  -1.649
H 2.7855 -3.3888 -2.5713  0.695
H 2.3655 -1.7638 -3.0995  0.575
H 1.3184 -2.6180 -1.9590  -0.528
H 3.3128 -2.6344 -0.3559  0.449
H 4.5798 -0.7198 -2.3554  0.297
H 4.8883 -2.4387 -2.2254  0.472
H 5.3057 -1.3913 -0.8881  0.411
H 3.0150 0.6872 -1.9950  0.060
H 2.0956 2.8438 -0.0834  0.742
H 0.9598 2.0017 -1.1228  -0.668
H 2.3006 2.8859 -1.8396  0.833
H 4.1931 1.8100 0.5999  0.270
H 4.5677 2.3701 -1.0203  0.452
H 5.0631 0.7659 -0.5234  0.349
H 2.8907 0.4769 1.8298  0.140
H 2.4166 -2.3603 2.7155  0.629
H 1.0160 -1.3460 2.4111  -0.225
H 2.2327 -0.8492 3.5898  0.463
H 4.4422 -2.1243 1.4066  0.265
H 4.6675 -0.9761 2.7136  0.455
H 5.0572 -0.4999 1.0694  0.278
Te -1.9869 2.0571 -0.8393  0.800
C -0.8024 3.8029 -0.9023  0.366
C -0.5287 4.3416 -2.1549  -0.461
C 0.2266 5.5013 -2.2568  -0.770
C 0.6931 6.1274 -1.1102  -0.584
C 0.3979 5.5982 0.1379  -0.714
C -0.3489 4.4343 0.2476  0.037
C -3.2612 2.7903 0.6782  0.136
C -4.4773 3.3464 0.2962  -0.546
C -5.3596 3.8075 1.2628  -0.759
C -5.0317 3.7084 2.6077  -0.661
C -3.8168 3.1586 2.9868  -0.905
C -2.9273 2.7029 2.0235  0.290
H -0.8984 3.8618 -3.0512  0.393
H 0.4427 5.9162 -3.2326  0.428
H 1.2799 7.0335 -1.1875  0.401
H 0.7525 6.0909 1.0341  0.441
H -0.5664 4.0203 1.2222  0.197
H -4.7412 3.4182 -0.7522  0.464
H -6.3059 4.2396 0.9642  0.427
H -5.7263 4.0571 3.3606  0.399
H -3.5604 3.0668 4.0342  0.476
H -1.9793 2.2755 2.3172  0.272

Summary:
DFT total energy ... -112392.443 eV
ΔE to the lowest compared entry with this formula, charge and spin ... 18.8 kcal per mole
HOMO-LUMO gap (spin up / spin down) ... 7.04 / 7.00 eV
Charge ... 0
Expectation value of S² ... 2.020
M ... 1225.3 g/mol
Strongest force on any atom ... 0.840 eV Å⁻¹
HOMO level (spin up / spin down) ... -6.990 / -7.621 eV
Spin multiplicity ... 3